Model P:
C4H10N3O2 | the ωB97M-V functional and the def2-TZVPD basis

Structure (XYZ):
```
19
Properties=species:S:1:pos:R:3:lowdin_charge:R:1
C -1.859 -0.741 -0.811 -0.069
N -0.499 -0.307 -0.588 -0.037
C -0.274 1.199 0.205 -0.143
N -1.127 2.169 0.316 0.267
N 0.964 1.151 0.659 0.170
C 1.748 -0.031 0.215 -0.239
O 2.466 0.211 -1.019 -0.022
C 0.571 -1.119 0.003 -0.285
O 0.199 -1.559 1.329 -0.052
H -1.729 -1.362 -1.770 0.133
H -2.524 0.094 -0.926 0.067
H -2.263 -1.288 0.095 0.105
H -0.893 2.998 0.836 0.153
H -1.968 2.217 -0.123 0.097
H 1.296 1.997 1.066 0.166
H 2.495 -0.336 0.958 0.163
H 2.885 -0.733 -1.108 0.160
H 0.821 -2.112 -0.644 0.214
H -0.310 -2.450 1.307 0.151
```

Output
HOMO-LUMO gap: 10.62 eV
structure (SMILES): CN1C(=[NH2+])N[C@H](O)[C@H]1O
LUMO energy: -3.08 eV
total charge: +1

Model Q:
C4H10N3O2 | the ωB97M-V functional and the def2-TZVPD basis

Structure (XYZ):
```
19
Properties=species:S:1:pos:R:3:lowdin_charge:R:1
C 0.932 -3.211 -1.667 0.125
C 0.069 -2.182 -1.683 -0.045
C 0.426 -0.876 -1.171 -0.375
C -0.755 1.507 2.252 -0.273
N -1.754 2.394 2.022 0.119
N 0.343 1.335 1.651 0.011
N 0.558 1.990 0.363 0.112
O 1.721 -0.489 -0.906 0.142
O -0.307 0.156 -1.244 0.041
H 0.640 -4.115 -2.126 0.072
H 2.008 -3.068 -1.470 0.095
H -0.934 -2.247 -2.087 0.129
H -0.814 0.632 2.928 0.150
H -2.663 2.164 2.421 0.117
H -1.740 3.228 1.415 0.120
H 2.381 -1.088 -0.837 0.053
H -0.168 2.709 0.141 0.145
H 1.512 2.381 0.164 0.183
H 0.207 1.154 -0.314 0.080
```

Output
HOMO-LUMO gap: 9.68 eV
LUMO energy: -3.97 eV
total charge: +1

Going by the energies, model P is most stable and the next is 0.0075 hartree up.